This record from OMol25 describes a molecular structure, C12H32FFeO4 in a non-equilibrium geometry. The level of theory is ωB97M-V/def2-TZVPD.

The geometry in ORCA input format:
```
! wB97M-V def2-TZVPD RIJCOSX def2/J DEFGRID3
* xyz 2 6
Fe 11.6071 17.0951 -2.2366
F 13.9533 17.3060 -3.7841
C 7.6744 18.2260 -6.0503
C 8.0694 17.4508 -4.8284
C 7.2749 16.1825 -4.6362
O 9.4262 17.2072 -4.8831
H 7.6880 17.5913 -6.9364
H 8.3188 19.0927 -6.1974
H 6.6459 18.5761 -6.1371
H 7.9243 18.0942 -3.9606
H 7.4191 15.5570 -5.5172
H 6.1955 16.3312 -4.6053
H 7.6158 15.6400 -3.7544
H 9.6308 16.9669 -5.7898
C 14.5896 18.3572 2.5792
C 14.9170 17.8236 1.1549
C 16.2102 17.0982 0.9525
O 13.8512 17.0727 0.6343
H 13.5996 18.8076 2.5080
H 15.1429 19.2477 2.8775
H 14.6305 17.6762 3.4292
H 14.8675 18.7188 0.5350
H 16.1963 16.1439 1.4790
H 17.0008 17.7154 1.3792
H 16.3949 16.9826 -0.1155
H 13.9646 16.3021 1.1955
C 17.4404 20.2942 -6.2859
C 16.9218 19.3322 -7.3516
C 17.5442 17.9487 -7.1891
O 15.5056 19.1753 -7.2681
H 18.4587 20.6445 -6.4544
H 17.3624 19.8436 -5.2965
H 16.8177 21.1879 -6.3251
H 17.1264 19.6064 -8.3864
H 18.6289 18.0536 -7.2102
H 17.2873 17.2419 -7.9781
H 17.2954 17.5342 -6.2122
H 15.3219 18.8074 -6.4006
C 17.1702 11.8545 -2.5051
C 17.0356 11.3833 -3.9614
C 16.6221 12.5191 -4.8753
O 18.2521 10.8024 -4.3801
H 17.3884 11.0191 -1.8398
H 16.2210 12.2660 -2.1618
H 17.9608 12.5824 -2.3229
H 16.3066 10.5764 -4.0368
H 17.3415 13.3361 -4.9309
H 15.7065 13.0201 -4.5608
H 16.5601 12.1258 -5.8900
H 18.8048 11.5426 -4.6413
*
```

## Properties
Strongest force on any atom in Eh/bohr: 0.052
Kohn-Sham gap (spin up / spin down) in eV: 3.15 / 1.61
Energy relative to the best compared isomer or geometry (same formula, charge and spin) in kcal/mol: 146.65

Here are the Löwdin charges for atoms 1 to 8, given in e: Fe 1.424; F -0.474; C -0.049; C -0.560; C -0.047; O -0.081; H 0.091; H 0.093

This record from OMol25 describes a molecular structure, C12H32FLiO4 in a non-equilibrium geometry. The level of theory is ωB97M-V/def2-TZVPD.

The geometry in ORCA input format:
```
! wB97M-V def2-TZVPD RIJCOSX def2/J DEFGRID3
* xyz 0 1
Li -0.2337 -0.8323 -0.7071
F -1.9811 0.7364 -2.3011
C -1.5222 -6.1441 0.7634
C -2.0781 -5.4476 -0.5242
C -3.4728 -5.8245 -0.8900
O -1.9875 -4.0450 -0.3590
H -2.1997 -6.0840 1.6152
H -0.5963 -5.6476 1.0537
H -1.4453 -7.2044 0.5231
H -1.3816 -5.7229 -1.3161
H -3.6072 -6.8916 -1.0671
H -3.9218 -5.4002 -1.7880
H -4.1927 -5.7651 -0.0738
H -2.8769 -3.7135 -0.5031
C 5.0423 -2.6435 -1.9143
C 4.3957 -1.3954 -1.2847
C 5.1727 -0.0398 -1.4158
O 3.1351 -1.1834 -1.7919
H 5.9400 -2.9174 -1.3600
H 5.2805 -2.5069 -2.9691
H 4.3478 -3.4808 -1.9835
H 4.1630 -1.4772 -0.2230
H 4.5679 0.8083 -1.0948
H 5.3866 0.0555 -2.4803
H 6.1319 -0.0143 -0.8986
H 3.2419 -1.0506 -2.7366
C -0.6355 6.5083 0.1077
C -1.2785 5.7651 -1.0320
C -1.4149 6.4796 -2.3787
O -0.4588 4.6166 -1.2557
H -1.1154 7.4637 0.3198
H 0.4319 6.6785 -0.0330
H -0.7732 5.7750 0.9024
H -2.1669 5.2748 -0.6339
H -2.1787 5.9975 -2.9888
H -0.4600 6.6385 -2.8797
H -1.7323 7.5182 -2.2856
H -1.0077 3.9144 -1.6123
C -2.2688 0.9428 2.8540
C -0.8187 1.3558 3.2550
C -0.2993 0.3374 4.2497
O 0.0767 1.2792 2.1728
H -2.9707 1.0939 3.6741
H -2.2487 -0.0623 2.4326
H -2.5917 1.5570 2.0134
H -0.8222 2.3615 3.6751
H 0.7862 0.2551 4.1934
H -0.5986 -0.6871 4.0282
H -0.7274 0.6381 5.2059
H -0.0350 2.1300 1.7424
*
```

## Properties
Strongest force on any atom in Eh/bohr: 0.045
Kohn-Sham gap in eV: 7.28
Energy relative to the best compared isomer or geometry (same formula, charge and spin) in kcal/mol: 103.57

Here are the Löwdin charges for atoms 1 to 8, given in e: Li 0.821; F -0.872; C -0.043; C -0.493; C -0.076; O -0.062; H 0.073; H 0.073

This record from OMol25 describes 5 unconnected molecules or ions with the total composition C12H32NO15S4 in a non-equilibrium geometry. The level of theory is ωB97M-V/def2-TZVPD.

The geometry in ORCA input format:
```
! wB97M-V def2-TZVPD RIJCOSX def2/J DEFGRID3
* xyz -1 1
N 16.4678 -13.1735 -0.9173
O 15.6452 -13.0583 -1.8635
O 16.1454 -12.7777 0.2171
O 17.6264 -13.5703 -1.1367
O 14.8541 -8.7513 -3.9218
S 14.7847 -9.0369 -2.5248
O 14.6140 -7.9797 -1.5872
O 13.6016 -10.0711 -2.3690
C 13.1420 -10.3719 -1.0309
C 11.8456 -11.1320 -1.1738
C 16.1245 -10.0092 -2.0405
H 13.0032 -9.4388 -0.4846
H 13.8919 -10.9761 -0.5147
H 12.0292 -12.0365 -1.7578
H 11.0781 -10.5350 -1.6602
H 11.5044 -11.4568 -0.1895
H 17.0364 -9.4151 -1.9797
H 16.3337 -10.8336 -2.7174
H 15.9239 -10.4136 -1.0471
O 11.6969 -14.1799 -7.6869
S 12.4222 -15.1465 -6.9574
O 13.7487 -15.5093 -7.3175
O 12.4301 -14.6434 -5.4538
C 13.1325 -15.4772 -4.5082
C 12.8812 -14.9673 -3.1143
C 11.4464 -16.6105 -6.8127
H 14.1913 -15.4983 -4.7756
H 12.7789 -16.5111 -4.5634
H 13.1679 -15.7320 -2.3953
H 11.8058 -14.7801 -3.0194
H 13.3640 -14.0204 -2.8736
H 12.0946 -17.4045 -6.4595
H 11.0939 -16.8506 -7.8129
H 10.6114 -16.3802 -6.1592
O 16.8701 -15.6779 1.0873
S 16.4581 -16.8853 0.4872
O 17.0418 -18.1227 0.9037
O 14.8828 -16.9896 0.6936
C 14.2099 -15.7465 1.0708
C 12.7362 -15.9612 0.8683
C 16.5175 -16.7795 -1.2851
H 14.5936 -14.9018 0.4985
H 14.4290 -15.5699 2.1229
H 12.5007 -16.2561 -0.1549
H 12.2126 -15.0447 1.1421
H 12.3558 -16.7643 1.5045
H 16.7747 -17.7580 -1.6761
H 17.2837 -16.0415 -1.5253
H 15.5369 -16.4421 -1.6022
O 17.9982 -14.8346 -6.9569
S 18.2573 -14.0072 -5.8252
O 19.5529 -13.4544 -5.6135
O 17.2662 -12.7846 -5.8706
C 15.9027 -13.0915 -6.2168
C 14.9847 -12.4390 -5.2212
C 17.7169 -14.7805 -4.3432
H 15.7623 -14.1734 -6.2763
H 15.6872 -12.7692 -7.2384
H 13.9503 -12.7736 -5.1855
H 14.9382 -11.3567 -5.3606
H 15.3760 -12.6337 -4.2149
H 17.9666 -14.1070 -3.5246
H 18.1476 -15.7720 -4.2313
H 16.6369 -14.9044 -4.4196
*
```

## Properties
Strongest force on any atom in Eh/bohr: 0.028
Kohn-Sham gap in eV: 7.86
Energy relative to the best compared isomer or geometry (same formula, charge and spin) in kcal/mol: 0.00

Here are the Löwdin charges for atoms 1 to 8, given in e: N -0.609; O -0.098; O -0.049; O -0.048; O -0.277; S 0.539; O -0.281; O -0.252

This record from OMol25 describes 4 unconnected molecules or ions with the total composition C12H32O4 in a non-equilibrium geometry. The level of theory is ωB97M-V/def2-TZVPD.

The geometry in ORCA input format:
```
! wB97M-V def2-TZVPD RIJCOSX def2/J DEFGRID3
* xyz 0 1
C -26.6525 15.5733 -1.6905
C -27.5850 14.8366 -0.7443
C -28.1564 13.5828 -1.3604
O -26.9162 14.5339 0.4894
H -26.4157 16.5800 -1.3444
H -27.0687 15.6254 -2.6951
H -25.6952 15.0463 -1.7540
H -28.3986 15.4944 -0.4349
H -27.4558 12.7496 -1.4211
H -28.6370 13.7688 -2.3218
H -28.9696 13.2282 -0.7181
H -26.5077 13.6664 0.4168
C -30.3221 10.7129 -1.3506
C -30.4040 10.2962 -2.8124
C -30.7494 8.8021 -2.9604
O -31.3284 11.1040 -3.5347
H -30.5632 11.7787 -1.2796
H -29.3069 10.6665 -0.9507
H -31.0046 10.1980 -0.6742
H -29.4326 10.4554 -3.2783
H -31.4282 8.4674 -2.1740
H -29.8343 8.2117 -2.8708
H -31.2037 8.6075 -3.9298
H -32.1803 11.0521 -3.0868
C -27.8933 15.0954 -5.3500
C -27.5844 13.6090 -5.3196
C -28.5890 12.7896 -6.0789
O -26.2754 13.4261 -5.8877
H -27.8632 15.4695 -6.3756
H -27.0924 15.6046 -4.8131
H -28.8499 15.3616 -4.8975
H -27.5128 13.2671 -4.2867
H -28.3362 11.7317 -5.9983
H -28.5288 13.0716 -7.1348
H -29.6016 12.9508 -5.7136
H -26.3825 13.2201 -6.8219
C -27.1380 8.6355 0.3234
C -26.2755 9.8533 0.6435
C -25.7610 10.4563 -0.6593
O -27.0304 10.8749 1.2917
H -27.3151 7.9526 1.1629
H -26.6577 7.9919 -0.4215
H -28.1139 8.9158 -0.0739
H -25.4285 9.5217 1.2514
H -24.8062 10.0124 -0.9447
H -25.7016 11.5399 -0.7056
H -26.4339 10.1773 -1.4813
H -27.3022 10.5638 2.1598
*
```

## Properties
SMILES: CC(C)O.CC(C)O.CC(C)O.CC(C)O
Strongest force on any atom in Eh/bohr: 0.024
Kohn-Sham gap in eV: 10.66
Energy relative to the best compared isomer or geometry (same formula, charge and spin) in kcal/mol: 13.42

Here are the Löwdin charges for atoms 1 to 8, given in e: C -0.046; C -0.476; C -0.058; O -0.051; H 0.079; H 0.047; H 0.088; H 0.137